Entry 1:
The molecule C35H33F3N6O3. Source: the OMol25 dataset; level of theory: wB97M-V/def2-TZVPD.

XYZ file:
```
80
Properties=species:S:1:pos:R:3:forces:R:3:mulliken_charge:R:1
C 1.288207 -2.588130 5.499674 -0.13 -0.16 -0.21 -1.3802
H 0.744499 -2.918118 6.381291 0.01 -0.04 0.13 0.4399
H 2.308901 -2.952551 5.575953 0.11 -0.01 0.07 0.3446
H 1.304784 -1.501946 5.481281 0.01 0.12 0.03 0.3354
C 0.597158 -3.110614 4.245300 0.04 0.13 0.16 -0.3482
N 1.109111 -2.486634 3.037169 -0.06 -0.05 -0.06 0.1678
C 2.448048 -2.927863 2.695580 0.20 0.24 -0.03 -0.9670
C 2.950394 -2.143676 1.485708 0.00 -0.26 0.22 -0.5634
N 2.083527 -2.414423 0.359602 -0.02 -0.04 0.03 0.3418
C 0.738372 -1.977899 0.671868 -0.18 -0.23 0.19 -0.6736
C 0.235431 -2.722090 1.905394 -0.04 0.15 -0.18 -0.7149
H -0.765863 -2.364232 2.158826 -0.01 -0.04 0.00 0.3004
H 0.169086 -3.800692 1.667614 -0.04 0.05 0.00 0.1410
H 0.093736 -2.230631 -0.170767 -0.03 0.07 -0.01 0.5157
H 0.693152 -0.891644 0.854221 -0.08 -0.01 -0.06 0.2138
C 2.566374 -1.997083 -0.944277 0.01 -0.17 -0.05 -2.0228
C 2.736152 -0.506832 -1.174895 -0.07 0.12 -0.06 0.7976
C 3.776822 0.156752 -0.528093 -0.14 -0.06 -0.13 -0.4911
C 3.975707 1.513650 -0.659987 -0.14 0.17 -0.09 -1.4179
C 3.155585 2.274741 -1.492139 -0.18 -0.77 -0.04 0.2864
C 2.166556 1.617597 -2.214270 0.12 -0.05 -0.03 -0.6402
C 1.938774 0.260063 -2.029317 0.15 0.12 0.06 0.4196
C 0.841709 -0.357030 -2.852294 -0.24 -0.20 -0.48 0.4250
F -0.128044 -0.948820 -2.131135 -0.05 -0.08 0.40 -0.0449
F 0.202985 0.529097 -3.632540 0.06 0.33 -0.01 -0.3173
F 1.299118 -1.309882 -3.693288 0.24 -0.07 0.03 -0.3100
H 1.569405 2.162459 -2.925276 -0.01 -0.07 -0.01 0.9509
N 3.425520 3.635139 -1.607528 0.55 0.30 0.24 -0.0404
C 2.716377 4.716578 -2.063581 0.23 0.05 0.08 -0.1452
O 3.298798 5.771805 -2.220247 -0.10 0.12 -0.11 -0.6649
C 1.256732 4.582165 -2.313595 -0.62 0.15 0.04 -0.1347
C 0.436102 3.856624 -1.462288 0.19 0.15 0.02 -0.3701
C -0.921426 3.765599 -1.750243 0.35 0.26 -0.28 0.5711
C -1.453283 4.459604 -2.828198 0.11 0.05 -0.03 -0.6856
C -0.636031 5.237754 -3.646303 0.06 -0.16 0.24 0.3047
C 0.730079 5.285667 -3.391973 0.06 0.05 -0.19 -0.5275
H 1.407078 5.858706 -4.003871 0.03 0.09 -0.06 0.5923
O -1.262257 5.890751 -4.655740 -0.17 -0.21 0.22 -0.4646
C -0.490156 6.701505 -5.512354 0.14 0.15 -0.16 -0.8469
H 0.252373 6.112518 -6.059076 -0.02 0.02 0.03 0.3400
H 0.012642 7.501257 -4.960766 -0.01 -0.04 -0.02 0.3516
H -1.195682 7.136596 -6.218091 0.09 -0.01 0.03 0.2394
H -2.507175 4.410482 -3.055659 -0.15 -0.03 -0.05 0.4714
N -1.780486 2.974227 -0.980531 -0.42 0.17 -0.02 -0.0396
C -1.430412 1.876915 -0.248890 -0.09 0.02 0.06 0.9300
O -0.291993 1.486935 -0.088506 -0.02 -0.05 -0.03 -0.5134
C -2.592573 1.160135 0.350873 -0.23 -0.27 0.25 -0.4076
C -2.497036 -0.218088 0.499839 -0.23 0.16 0.09 0.5301
C -3.534279 -0.922189 1.101738 0.08 0.50 -0.15 0.0529
C -4.646160 -0.182959 1.513006 0.19 -0.27 -0.03 -0.6879
N -4.737156 1.126977 1.389195 -0.48 0.24 0.21 -0.6898
C -3.737878 1.789122 0.836513 0.42 -0.02 -0.25 -0.8774
H -3.855677 2.865212 0.808822 0.09 0.11 -0.06 0.5607
H -5.507094 -0.669606 1.952369 -0.03 -0.15 0.04 0.5104
C -3.434086 -2.370782 1.306114 -0.04 -0.35 0.04 0.5951
C -3.848233 -2.944543 2.508031 0.04 0.09 -0.14 -0.4586
C -3.703280 -4.298799 2.725705 0.05 -0.16 -0.10 -0.9441
C -3.146271 -5.104692 1.731809 -0.11 0.92 -0.14 0.6403
C -2.744547 -4.541533 0.519620 -0.01 -0.11 0.13 -0.8745
C -2.887019 -3.185608 0.314278 -0.08 0.08 0.13 -0.1660
H -2.581615 -2.750265 -0.625163 0.03 0.04 -0.11 0.6698
H -2.320495 -5.171620 -0.247921 0.02 -0.04 -0.04 0.4896
C -2.986881 -6.491240 1.955576 0.07 -0.55 0.09 0.0013
N -2.855080 -7.615019 2.139944 0.04 -0.35 0.06 -0.5218
H -4.012397 -4.741286 3.661137 0.00 -0.03 0.05 0.4799
H -4.260406 -2.317135 3.284404 -0.02 0.05 0.08 0.5143
H -1.603761 -0.717007 0.159876 0.16 -0.06 -0.01 -0.0056
H -2.765272 3.111986 -1.161285 0.15 -0.12 0.08 0.2522
H 0.838762 3.351229 -0.602468 0.02 -0.06 0.00 0.7092
H 4.364225 3.898055 -1.324711 -0.22 0.07 -0.13 0.2355
H 4.783134 1.991889 -0.124289 0.09 0.07 0.07 0.4076
H 4.456901 -0.410785 0.086576 0.07 -0.06 0.09 0.4893
H 3.544014 -2.471248 -1.085194 -0.08 0.01 -0.07 0.5666
H 1.883608 -2.425796 -1.679634 0.14 0.02 -0.01 0.6405
H 3.964332 -2.470531 1.241530 0.03 0.06 0.00 0.4250
H 2.961391 -1.074150 1.753532 0.09 -0.05 0.00 0.3461
H 3.112385 -2.741025 3.539968 0.02 -0.04 -0.01 0.4317
H 2.466400 -4.007448 2.460168 0.03 0.04 0.03 0.3108
H 0.682558 -4.211922 4.200323 -0.07 0.05 -0.04 0.3295
H -0.467004 -2.863724 4.305957 0.02 -0.08 -0.03 0.2886
```
Forces are in eV/Å.

Computed properties:
* SMILES: CCN1CCN(Cc2ccc(NC(=O)c3cc(NC(=O)c4cncc(-c5ccc(C#N)cc5)c4)cc(OC)c3)cc2C(F)(F)F)CC1
* total charge: 0
* E_tot: -2207.44702 Ha
* LUMO: -0.01299 hartree
* highest occupied orbital energy: -8.5045 eV

---

Entry 2:
A structure of composition C35H33F5N8STi. Source: the OMol25 dataset; level of theory: wB97M-V/def2-TZVPD.

XYZ file:
```
83
Properties=species:S:1:pos:R:3:forces:R:3:mulliken_charge:R:1
Ti -0.484165 0.004217 -0.324234 0.11 0.03 0.06 -0.9572
C -1.837580 0.945439 3.760599 -0.01 0.10 -0.08 -1.4436
C -2.518629 2.192618 3.651556 0.02 -0.03 0.03 -0.4333
C -2.401195 2.924374 2.517906 -0.05 0.01 0.06 -1.0032
C -1.591712 2.484340 1.399656 0.02 0.01 -0.07 0.0617
N -1.031501 1.204481 1.492480 0.04 -0.04 -0.05 1.3423
C -1.135077 0.538669 2.655844 -0.04 -0.10 0.03 -0.4877
N -1.471029 3.305360 0.384374 0.05 0.00 -0.01 -0.6479
C -0.589253 3.083374 -0.655736 -0.07 -0.18 0.10 -0.4758
N 0.094227 1.924390 -0.865929 0.04 0.21 -0.15 1.1936
C 1.037460 2.092977 -1.843999 -0.08 0.09 0.01 -0.6854
N 2.042197 1.238633 -2.129529 -0.04 0.11 -0.08 -0.5619
C 2.431454 0.297701 -1.263888 0.00 -0.20 0.11 0.8784
C 3.718832 -0.266657 -1.290585 0.02 0.00 0.07 -1.7754
C 4.338701 -0.607341 -0.086673 0.03 -0.01 -0.09 -0.4477
C 3.720329 -0.193930 1.118166 0.04 0.00 0.05 -0.6974
C 2.429847 0.256136 1.106354 0.00 0.00 -0.06 -1.0797
N 1.662666 -0.015640 -0.065353 0.04 0.00 0.09 1.6358
C 0.875378 3.407746 -2.371967 0.06 -0.05 -0.05 0.4285
C 1.533680 4.126287 -3.380475 0.00 -0.01 0.00 -0.7427
C 1.164801 5.428636 -3.631093 0.01 -0.01 -0.01 -0.5560
C 0.145091 6.054955 -2.864894 -0.01 0.00 0.01 -0.5135
C -0.501596 5.378745 -1.859545 0.00 -0.02 0.01 -0.5375
C -0.156374 4.035773 -1.603335 -0.05 0.09 0.00 0.5418
H -1.891810 0.327411 4.645118 0.02 -0.02 0.00 0.5555
H -3.117376 2.562752 4.478304 -0.01 0.01 -0.01 0.3571
H -2.882060 3.888453 2.410621 0.00 0.00 -0.02 0.4718
H -0.608690 -0.415650 2.681791 0.00 -0.01 0.00 0.5020
H 4.271815 -0.250945 -2.224246 0.00 0.00 0.00 0.3444
H 5.335500 -1.032788 -0.076223 0.00 0.01 0.01 0.3650
H 4.304648 -0.140868 2.034251 -0.02 0.00 0.01 0.3703
H 1.922906 0.767633 1.913368 -0.02 0.00 0.02 0.7350
H 2.321262 3.645867 -3.950273 0.00 0.00 0.00 0.4643
H 1.658336 5.991054 -4.417042 0.00 0.00 0.00 0.3705
H -0.118660 7.086202 -3.078886 0.00 0.00 0.00 0.3586
H -1.271343 5.858953 -1.265121 0.00 0.00 0.00 0.4576
N -2.574310 0.901540 -1.008087 0.02 -0.07 -0.08 -0.4524
C -3.733825 0.103292 -1.400224 0.01 0.01 0.04 -0.7504
C -4.126815 -0.898871 -0.320162 0.01 0.03 -0.01 -0.8457
C -3.163387 -2.072127 -0.193483 0.01 0.01 -0.01 -0.5794
N -1.901857 -1.675959 0.437915 0.01 -0.07 -0.04 -0.4489
H -2.839012 1.614620 -0.335068 -0.01 0.06 0.08 0.4027
H -2.213367 1.420719 -1.804692 -0.01 -0.01 -0.03 0.1607
H -3.477615 -0.437768 -2.314449 0.01 0.00 0.01 0.2979
H -4.594168 0.744231 -1.631845 -0.01 -0.01 0.00 0.4737
H -5.122228 -1.290556 -0.552109 0.01 -0.01 -0.01 0.4726
H -4.207614 -0.382629 0.644727 -0.01 0.00 0.00 0.3092
H -2.926206 -2.455536 -1.187128 -0.01 0.00 0.00 0.1085
H -3.644872 -2.886611 0.363346 -0.01 0.02 0.00 0.5002
H -1.227010 -2.433916 0.387150 -0.01 -0.01 0.00 0.1444
H -2.056348 -1.473619 1.420283 -0.02 0.01 0.04 0.3322
N 0.919626 -1.266591 0.035755 -0.04 0.04 -0.06 0.5709
C 1.571439 -2.485610 0.227679 0.02 0.06 0.00 -0.6750
C 1.450201 -3.135747 1.456412 0.02 -0.05 0.03 0.0580
C 2.031576 -4.382703 1.669838 -0.03 0.04 0.00 -0.7829
C 2.747764 -4.996141 0.655782 0.03 -0.01 -0.02 -0.5490
C 2.870234 -4.356820 -0.578423 -0.01 -0.02 0.02 -1.0046
C 2.287147 -3.124111 -0.794493 -0.03 0.00 0.00 -0.1300
H 0.904752 -2.635845 2.249892 -0.01 0.00 0.00 0.0939
H 1.929405 -4.863697 2.636598 0.00 0.00 0.00 0.4154
H 3.204539 -5.966114 0.817659 0.00 0.00 -0.01 0.3475
H 3.420757 -4.834551 -1.381269 0.00 0.00 0.00 0.3718
H 2.368951 -2.623365 -1.750009 0.00 -0.01 0.01 0.4908
C 1.918183 -0.347008 4.560547 -0.08 0.02 0.05 -0.3653
S 0.957563 -1.702965 5.255574 -0.05 -0.11 -0.02 -0.0489
C 0.167409 -0.836271 6.625084 0.08 0.08 -0.04 -0.8587
H 1.254207 0.471998 4.281352 0.02 0.00 0.01 0.1287
H 2.400549 -0.716723 3.656171 0.01 -0.02 0.01 -0.1918
H 2.669985 -0.001213 5.270381 0.02 0.00 -0.02 0.5370
H 0.898724 -0.553879 7.383882 -0.01 0.02 0.01 0.3122
H -0.569444 -1.501546 7.073762 0.02 -0.02 -0.02 0.3282
H -0.337822 0.055865 6.254919 -0.01 0.00 0.03 0.1646
F -0.582200 -3.120968 -1.746699 -0.01 -0.04 -0.01 -0.5299
C -0.643485 -2.225882 -2.778324 0.01 0.03 0.06 0.0332
C -0.744712 -0.873048 -2.522852 -0.07 0.06 -0.01 0.4477
C -0.910540 -0.127026 -3.676568 0.02 0.00 0.03 1.0146
F -1.142892 1.211520 -3.607602 -0.01 0.00 0.00 -0.4853
C -0.905647 -0.637374 -4.964383 0.00 -0.03 -0.01 0.0714
F -1.064329 0.150887 -6.046697 0.00 0.01 0.01 -0.3448
C -0.754218 -1.998423 -5.145657 0.00 0.01 -0.02 0.7748
F -0.752793 -2.528807 -6.386110 0.00 -0.01 0.00 -0.3649
C -0.632495 -2.808697 -4.035525 0.01 -0.03 0.00 0.0118
F -0.524885 -4.145310 -4.204208 0.00 0.01 0.01 -0.3549
```
Forces are in eV/Å.

Computed properties:
* total charge: -2
* E_tot: -3538.57543 Ha
* energy above the lowest of the compared OMol25 structures with the same formula, charge and spin: 49.8 kcal per mole
* 2S+1: 3
* LUMO (alpha / beta): 0.14360 / 0.14350 hartree
* highest occupied orbital energy (alpha / beta): 1.0256 / 0.1333 eV

---

Entry 3:
A cluster of 2 separate species, C35H33FN2O4S2 in total in a non-equilibrium geometry. Source: the OMol25 dataset; level of theory: wB97M-V/def2-TZVPD.

XYZ file:
```
77
Properties=species:S:1:pos:R:3:forces:R:3:mulliken_charge:R:1
F -4.985029 0.903210 3.646799 0.35 0.36 1.82 -0.2886
C -4.886269 0.708978 2.310541 -1.49 -0.10 -2.47 -0.2767
S -5.889533 2.004308 1.556317 1.89 -1.44 0.56 1.1992
C -4.878902 3.478851 1.718688 -0.04 0.24 -0.01 0.2489
C -3.988311 3.768176 0.687112 0.26 0.18 0.08 -0.3320
C -3.046478 4.785423 0.849758 -0.30 -0.29 0.06 -0.4532
C -2.978176 5.501370 2.045614 -0.16 -0.05 -0.12 -0.7680
C -3.902718 5.233828 3.055552 -0.06 -0.15 -0.04 -0.3711
C -4.869136 4.234147 2.894690 0.29 -0.04 -0.12 -0.5217
O -6.027382 1.752206 0.140812 -0.08 0.12 0.17 -0.6841
O -7.033646 2.190073 2.416476 0.16 0.02 -0.32 -0.6992
S -3.268735 0.108957 1.947304 -1.88 1.81 1.22 1.4527
C -3.207048 -1.123828 3.248350 -0.53 -0.31 0.62 0.0065
C -2.747453 -0.712474 4.502212 0.41 -0.23 0.02 -0.2229
C -2.680585 -1.623351 5.558418 -0.06 0.09 -0.20 -0.6149
C -3.148315 -2.926796 5.392671 0.09 0.19 -0.12 -0.3050
C -3.731487 -3.299392 4.181183 -0.05 0.21 -0.28 -0.6015
C -3.799602 -2.386637 3.117250 0.41 -0.01 0.07 -0.2817
O -3.157473 -0.508654 0.649652 0.28 0.01 -0.07 -0.7472
O -2.315115 1.128215 2.371573 0.83 -0.55 -0.56 -0.7020
H -4.024831 3.173842 -0.226129 -0.02 0.15 0.22 0.4564
H -2.366417 4.994178 0.028086 -0.08 0.16 0.21 0.5401
H -2.216387 6.271025 2.177581 -0.23 -0.18 0.01 0.3675
H -3.861259 5.795088 3.988386 -0.04 -0.10 -0.21 0.3652
H -5.587639 4.020304 3.683810 0.15 -0.01 -0.21 0.4154
H -2.430963 0.318442 4.657372 0.01 -0.30 -0.22 0.3966
H -2.257727 -1.290901 6.507175 -0.19 -0.16 -0.18 0.3532
H -3.068954 -3.639074 6.212759 -0.09 0.12 -0.18 0.3687
H -4.141733 -4.304679 4.061085 0.07 0.34 0.02 0.3461
H -4.310550 -2.641861 2.189089 0.24 0.01 0.16 0.4022
C 2.442840 4.927583 -4.682504 0.24 0.29 -0.19 -0.9124
N 2.424805 3.640314 -4.005382 1.23 -1.13 -0.42 0.1678
C 3.189478 2.575122 -4.396917 -1.47 0.12 0.65 -1.0400
C 2.855060 1.440301 -3.605357 -0.22 0.66 0.18 0.5324
C 3.307808 0.131868 -3.799017 0.99 -0.53 0.17 -0.5263
C 3.428914 -0.916134 -2.847679 0.06 0.14 -0.26 0.9608
C 3.478015 -0.751366 -1.430027 -0.47 -0.58 0.23 -1.0728
C 3.315075 -1.827983 -0.569856 0.08 0.75 -0.40 1.0407
C 3.111025 -3.147794 -1.085203 -0.26 -0.24 0.03 0.2496
N 2.830820 -4.197354 -0.252217 0.19 0.82 -0.72 0.0603
C 2.972660 -4.057042 1.185235 0.23 0.13 0.42 -0.5647
C 2.533628 -2.682277 1.662998 -0.22 -0.11 -0.11 -0.8802
C 3.290379 -1.592459 0.913617 0.26 0.26 0.52 -0.8938
C 2.865119 -5.561465 -0.747253 0.21 -0.41 -0.30 -0.5965
C 2.312900 -5.672396 -2.159370 -0.16 0.22 0.03 -0.8458
C 3.048671 -4.714669 -3.088951 0.28 -0.32 -0.42 -1.0344
C 3.215384 -3.341128 -2.498215 0.20 0.34 -0.26 0.6965
C 3.449793 -2.260319 -3.325340 -0.34 -0.13 0.38 -1.4818
C 1.820591 1.894854 -2.664281 0.21 0.96 -0.45 0.9449
C 0.960044 1.250341 -1.794330 -0.62 -0.18 0.68 -0.2745
C -0.047240 1.981600 -1.135121 0.27 -0.49 -0.14 -1.2683
C -0.235613 3.350041 -1.385990 0.84 0.01 -0.60 -0.3463
C 0.582344 4.009702 -2.324311 -0.20 -0.50 0.53 -0.7829
C 1.596767 3.269265 -2.934280 -0.35 -0.41 -0.18 0.1346
H 1.689401 5.588792 -4.250781 0.17 -0.18 -0.08 0.2843
H 3.429004 5.398358 -4.594220 -0.23 -0.07 0.15 0.3293
H 2.239596 4.801091 -5.753438 -0.11 -0.05 0.31 0.3448
H 3.916296 2.649639 -5.205548 -0.31 0.07 0.26 0.4438
H 3.623375 -0.125439 -4.821148 -0.05 0.07 0.37 0.3544
H 3.659694 0.239892 -1.002669 -0.30 -0.29 -0.17 0.5752
H 2.392463 -4.855501 1.665692 0.08 0.24 -0.14 0.4059
H 4.031960 -4.212435 1.454601 -0.17 -0.06 0.01 0.2641
H 1.458151 -2.553841 1.495936 0.10 -0.11 0.05 0.3385
H 2.713420 -2.611145 2.738356 -0.06 0.06 -0.12 0.3631
H 4.317747 -1.520890 1.308267 -0.20 -0.06 -0.17 0.3044
H 2.815997 -0.625096 1.113743 0.13 -0.12 -0.03 0.4143
H 3.909679 -5.918102 -0.751146 -0.16 0.00 0.12 0.2790
H 2.300743 -6.197653 -0.054709 0.10 0.21 -0.13 0.4060
H 2.420611 -6.702240 -2.512339 -0.07 0.15 0.07 0.3694
H 1.247235 -5.419936 -2.164141 0.08 -0.10 0.11 0.3208
H 4.033475 -5.136407 -3.350883 -0.21 0.13 0.11 0.3367
H 2.493496 -4.617512 -4.029004 0.14 -0.09 0.11 0.4167
H 3.593003 -2.424904 -4.394683 -0.26 -0.03 0.19 0.4258
H 1.065328 0.170081 -1.655828 -0.18 0.44 0.19 0.5282
H -0.704689 1.471358 -0.418780 0.25 0.22 -0.35 0.7347
H -1.020212 3.884541 -0.858129 0.22 -0.13 -0.18 0.2200
H 0.432810 5.055766 -2.559583 -0.07 -0.05 0.03 0.2247
```
Forces are in eV/Å.

Computed properties:
* total charge: 0
* E_tot: -2660.06145 Ha
* energy above the lowest of the compared OMol25 structures with the same formula, charge and spin: 0.0 kcal per mole
* LUMO: -0.10101 hartree
* highest occupied orbital energy: -5.3135 eV

---

- Number 3 is which compound?
  C35H33FN2O4S2

---

- Look up the E_tot of the third one.
  -2660.06145 Ha

---

- Which of these has the highest E_tot?
  C35H33F3N6O3